{"formula": "C28H84O28", "method": "ωB97M-V with the def2-TZVPD basis set", "de_lowest_kcal_mol": 75.8, "charge": 0, "multiplicity": 1, "energy_ha": -3223.6549, "homo_energy_ev": -9.6, "species": ["C", "C", "O", "O", "H", "H", "H", "H", "H", "H", "C", "C", "O", "O", "H", "H", "H", "H", "H", "H", "C", "C", "O", "O", "H", "H", "H", "H", "H", "H", "C", "C", "O", "O", "H", "H", "H", "H", "H", "H", "C", "C", "O", "O", "H", "H", "H", "H", "H", "H", "C", "C", "O", "O", "H", "H", "H", "H", "H", "H", "C", "C", "O", "O", "H", "H", "H", "H", "H", "H", "C", "C", "O", "O", "H", "H", "H", "H", "H", "H", "C", "C", "O", "O", "H", "H", "H", "H", "H", "H", "C", "C", "O", "O", "H", "H", "H", "H", "H", "H", "C", "C", "O", "O", "H", "H", "H", "H", "H", "H", "C", "C", "O", "O", "H", "H", "H", "H", "H", "H", "C", "C", "O", "O", "H", "H", "H", "H", "H", "H", "C", "C", "O", "O", "H", "H", "H", "H", "H", "H"], "xyz": [[-1.35367, 0.63079, -4.21108], [-2.34536, 0.49061, -5.33572], [-2.00349, -0.51863, -6.31363], [-0.57488, 1.81311, -4.28695], [-0.77569, -0.28202, -4.01614], [-1.92481, 0.66839, -3.26934], [-2.51889, 1.44862, -5.84732], [-3.38748, 0.30858, -5.03868], [-2.85117, -0.74965, -6.70121], [-0.36310, 2.01042, -3.36348], [0.43506, -2.33345, 4.91840], [1.48214, -3.33775, 4.46632], [1.24325, -4.59305, 5.10570], [-0.86726, -2.85618, 4.68512], [0.56608, -1.43257, 4.31746], [0.65849, -2.16330, 5.97612], [2.49266, -2.98582, 4.70586], [1.53959, -3.42583, 3.37797], [1.92654, -4.70989, 5.76944], [-0.97471, -3.54436, 5.35759], [1.07312, -0.77768, 0.37816], [-0.33620, -0.17501, 0.30280], [-1.28508, -1.23821, 0.28242], [1.20377, -1.64303, 1.48293], [1.77670, 0.03826, 0.53046], [1.27614, -1.28136, -0.57223], [-0.50281, 0.50870, -0.53067], [-0.55777, 0.44553, 1.17420], [-1.11327, -1.73854, 1.09738], [0.82235, -2.52011, 1.35194], [0.54081, 4.23560, -1.49123], [-0.49058, 5.31972, -1.18682], [-1.05664, 5.86776, -2.34274], [-0.08878, 2.97171, -1.71210], [1.19941, 4.14464, -0.61712], [1.27129, 4.54476, -2.24070], [-0.09129, 6.06958, -0.49053], [-1.25325, 4.91480, -0.49694], [-0.96122, 5.27483, -3.09169], [-0.37239, 2.75044, -0.81331], [4.92861, -0.85127, 0.26131], [5.32403, -1.69576, -0.93812], [4.49111, -1.25651, -2.04276], [5.47863, 0.46489, 0.12130], [5.26886, -1.26385, 1.21219], [3.85328, -0.69813, 0.20093], [5.12422, -2.76465, -0.82194], [6.36917, -1.61619, -1.24788], [4.94236, -1.61479, -2.81429], [6.43824, 0.40585, 0.09501], [0.34688, -4.26667, -4.49379], [1.71246, -3.61219, -4.28641], [1.64915, -2.73548, -3.16249], [-0.08413, -5.04922, -3.42760], [0.23543, -4.76193, -5.46536], [-0.27734, -3.36523, -4.65948], [1.98672, -3.05014, -5.18099], [2.48081, -4.37889, -4.17001], [0.74709, -2.39387, -3.18471], [-1.00197, -5.31966, -3.46111], [-5.78288, -0.70784, 0.22870], [-6.41505, -1.96216, 0.72948], [-6.56356, -2.92183, -0.30598], [-4.43875, -0.94787, -0.33230], [-5.46453, 0.03129, 0.96712], [-6.30786, -0.22169, -0.59117], [-7.44595, -1.74317, 1.02172], [-5.89617, -2.44803, 1.56106], [-5.69478, -3.19353, -0.63025], [-3.72404, -0.76357, 0.28857], [-3.48683, 2.20682, 0.57626], [-4.33964, 2.51944, -0.64162], [-5.56070, 3.17749, -0.25152], [-3.03088, 3.36526, 1.21237], [-2.67825, 1.56140, 0.21490], [-4.11728, 1.59028, 1.23597], [-4.61808, 1.63630, -1.21985], [-3.86049, 3.23125, -1.31962], [-6.27188, 2.53340, -0.25604], [-3.71583, 4.03884, 1.10962], [-0.27199, 5.71017, 2.49186], [0.70274, 4.60032, 2.22662], [0.03919, 3.43029, 1.78402], [0.41389, 6.94393, 2.67170], [-0.92673, 5.44605, 3.33247], [-0.95840, 5.85347, 1.64832], [1.31719, 4.45511, 3.11783], [1.38139, 4.89588, 1.42406], [0.25709, 2.65035, 2.29815], [-0.24595, 7.64032, 2.64166], [2.63306, 1.50986, -2.46033], [3.58765, 2.09991, -3.44782], [3.17569, 3.43490, -3.88124], [2.98554, 1.50991, -1.06978], [2.39253, 0.46084, -2.67230], [1.65096, 1.97354, -2.49709], [3.61965, 1.55515, -4.40013], [4.64801, 2.11711, -3.16888], [3.45357, 3.49485, -4.79576], [3.73437, 0.89852, -1.01379], [1.27024, -5.00312, -0.13730], [2.72360, -4.53447, -0.13711], [3.21112, -4.57150, -1.47009], [1.19687, -6.35938, -0.52386], [0.62818, -4.25816, -0.62080], [0.89450, -5.00639, 0.89599], [3.39664, -5.14124, 0.47641], [2.83517, -3.54373, 0.33697], [2.72389, -3.82255, -1.85403], [1.12169, -6.38072, -1.48694], [-2.98158, -4.63208, 0.49414], [-2.72587, -3.83607, 1.77259], [-1.28445, -3.72809, 1.97675], [-3.64544, -3.86890, -0.51676], [-3.61040, -5.51546, 0.63085], [-2.07804, -5.06280, 0.04699], [-3.06508, -4.37975, 2.65224], [-3.09728, -2.82312, 1.61521], [-1.19914, -3.74536, 2.94110], [-3.08236, -3.10970, -0.72242], [4.50129, 3.41358, 1.71213], [4.34301, 4.66368, 0.84506], [5.47741, 5.51453, 0.85952], [3.37449, 2.54965, 1.61794], [4.70900, 3.61687, 2.75926], [5.32449, 2.85153, 1.24657], [3.49527, 5.25249, 1.19937], [4.12059, 4.35507, -0.18297], [6.20732, 5.02350, 0.46691], [3.42926, 2.09874, 0.76312], [-1.77521, 0.57109, 3.43588], [-2.71858, 1.34099, 4.36274], [-3.13555, 0.62456, 5.50777], [-2.21623, -0.76060, 3.31299], [-0.76980, 0.61526, 3.87203], [-1.80938, 1.13435, 2.50581], [-3.60977, 1.63534, 3.78885], [-2.28663, 2.30036, 4.65474], [-3.60023, -0.15234, 5.17721], [-1.94023, -1.31533, 4.05374]], "lowdin_charge": [-0.24, -0.23, -0.08, -0.06, 0.11, 0.11, 0.12, 0.11, 0.07, 0.03, -0.21, -0.23, -0.05, -0.08, 0.12, 0.13, 0.13, 0.10, 0.09, 0.11, -0.21, -0.20, -0.07, -0.06, 0.10, 0.12, 0.11, 0.08, 0.04, 0.05, -0.20, -0.25, -0.04, -0.09, 0.10, 0.13, 0.12, 0.10, 0.09, 0.08, -0.20, -0.20, -0.07, -0.08, 0.13, 0.10, 0.11, 0.12, 0.09, 0.10, -0.26, -0.21, -0.08, -0.04, 0.12, 0.12, 0.12, 0.12, 0.08, 0.10, -0.19, -0.24, -0.07, -0.11, 0.10, 0.12, 0.12, 0.12, 0.05, 0.04, -0.27, -0.22, -0.07, -0.05, 0.11, 0.10, 0.11, 0.13, 0.07, 0.10, -0.25, -0.24, -0.06, -0.06, 0.12, 0.10, 0.13, 0.09, 0.08, 0.08, -0.21, -0.19, -0.08, -0.09, 0.12, 0.09, 0.12, 0.12, 0.07, 0.04, -0.26, -0.24, -0.07, -0.05, 0.11, 0.11, 0.12, 0.10, 0.04, 0.08, -0.20, -0.17, -0.11, -0.09, 0.12, 0.12, 0.13, 0.10, 0.05, 0.07, -0.23, -0.25, -0.06, -0.08, 0.12, 0.10, 0.11, 0.12, 0.08, 0.03, -0.24, -0.24, -0.06, -0.06, 0.12, 0.08, 0.11, 0.12, 0.08, 0.06]}